(1)
# C20H60O20

A 10-piece molecular cluster, C20H60O20 overall (the ωB97M-V functional and the def2-TZVPD basis, the Open Molecules 2025 dataset).

Summary:
- Total charge: +1
- Highest occupied orbital energy (spin up / spin down): -11.41 / -11.39 eV
- Kohn-Sham gap (spin up / spin down): 8.331 / 2.320 eV
- LUMO energy (spin up / spin down): -3.083 / -9.073 eV
- Spin multiplicity: 2
- Molar mass: 620.68 g mol⁻¹

Geometry (Å):
C1 9.626 -30.025 10.324
C2 10.412 -29.707 9.041
O1 10.687 -30.834 8.261
O2 10.479 -30.047 11.392
H1 9.104 -30.977 10.226
H2 8.820 -29.306 10.472
H3 11.367 -29.247 9.295
H4 9.917 -28.982 8.395
H5 11.465 -30.683 7.719
H6 9.891 -30.145 12.145
C3 11.147 -30.867 18.060
C4 11.576 -31.890 16.997
O3 11.557 -33.222 17.441
O4 9.860 -31.165 18.353
H7 11.138 -29.815 17.776
H8 11.814 -31.009 18.910
H9 12.606 -31.769 16.663
H10 11.144 -31.902 15.997
H11 10.861 -33.736 17.024
H12 9.801 -31.994 18.834
C5 10.778 -25.669 11.583
C6 11.342 -25.235 10.321
O5 12.057 -23.971 10.342
O6 9.712 -24.836 11.939
H13 11.515 -25.792 12.377
H14 10.459 -26.691 11.380
H15 10.462 -25.066 9.701
H16 12.077 -25.952 9.956
H17 12.807 -24.016 10.940
H18 9.165 -25.403 12.488
C7 3.422 -31.984 13.561
C8 4.639 -31.034 13.412
O7 5.002 -30.866 12.005
O8 3.741 -33.359 13.106
H19 2.462 -31.557 13.272
H20 3.164 -32.187 14.601
H21 5.456 -31.491 13.969
H22 4.377 -30.141 13.979
H23 5.527 -31.652 11.841
H24 2.926 -33.770 12.809
C9 5.279 -27.659 11.068
C10 5.072 -28.245 9.650
O9 4.356 -29.538 9.548
O10 6.269 -28.397 11.827
H25 4.375 -27.669 11.678
H26 5.577 -26.611 11.091
H27 5.990 -28.495 9.118
H28 4.561 -27.561 8.972
H29 4.445 -29.954 10.409
H30 5.921 -29.285 11.943
C11 6.769 -33.955 11.322
C12 5.601 -34.717 10.719
O11 5.852 -35.275 9.425
O12 6.778 -32.553 11.051
H31 7.722 -34.348 10.966
H32 6.834 -34.054 12.405
H33 4.641 -34.306 11.031
H34 5.553 -35.593 11.366
H35 5.312 -36.064 9.335
H36 7.081 -32.445 10.147
C13 6.433 -26.790 16.281
C14 5.562 -27.191 15.009
O13 4.283 -26.852 15.369
O14 6.577 -27.843 17.094
H37 6.068 -26.006 16.945
H38 7.401 -26.522 15.857
H39 5.664 -28.135 14.474
H40 5.968 -26.490 14.280
H41 3.717 -27.598 15.582
H42 7.403 -27.908 17.579
C15 10.776 -26.010 17.046
C16 10.768 -24.517 17.708
O15 11.483 -24.482 18.948
O16 9.835 -26.884 17.638
H43 11.722 -26.551 17.015
H44 10.628 -25.830 15.981
H45 9.775 -24.125 17.927
H46 11.267 -23.854 17.001
H47 12.334 -24.072 18.774
H48 10.256 -27.220 18.433
C17 9.287 -28.338 13.988
C18 8.646 -29.682 14.470
O17 8.529 -30.495 13.225
O18 8.401 -27.406 13.071
H49 10.092 -28.408 13.257
H50 9.655 -27.711 14.801
H51 7.669 -29.604 14.945
H52 9.301 -30.220 15.156
H53 7.851 -31.163 13.357
H54 7.655 -27.852 12.663
C19 12.890 -28.339 15.426
C20 14.000 -28.057 16.377
O19 14.580 -29.251 16.970
O20 13.525 -28.858 14.260
H55 12.383 -27.396 15.225
H56 12.192 -28.922 16.028
H57 13.742 -27.416 17.219
H58 14.802 -27.486 15.908
H59 15.226 -29.017 17.641
H60 13.959 -29.635 14.617

Löwdin atomic charge list, values in e, 99 entries: -0.266 -0.241 -0.059 -0.053 0.109 0.108 0.118 0.111 0.088 0.021 -0.269 -0.257 -0.050 -0.059 0.099 0.129 0.111 0.113 0.091 0.097 -0.311 -0.237 -0.066 -0.037 0.122 0.110 0.133 0.124 0.075 0.045 -0.181 -0.168 -0.097 -0.076 0.121 0.110 0.116 0.102 0.038 0.087 -0.168 -0.167 -0.080 -0.121 0.113 0.124 0.115 0.117 0.019 0.036 -0.199 -0.235 -0.045 -0.083 0.131 0.121 0.101 0.115 0.087 0.110 -0.155 -0.101 0.152 0.090 0.166 0.130 0.120 0.158 0.148 0.130 -0.212 -0.180 -0.075 -0.082 0.079 0.098 0.113 0.112 0.083 0.093 -0.076 -0.119 -0.087 -0.110 0.102 0.086 0.100 0.108 0.075 -0.001 -0.258 -0.245 -0.067 -0.024 0.101 0.100 0.106 0.126 0.087

---

(2)
# C20H61BClFN4O11P

A 9-piece molecular cluster, C20H61BClFN4O11P overall (the ωB97M-V functional and the def2-TZVPD basis, the Open Molecules 2025 dataset).

Summary:
- Total charge: +1
- Highest occupied orbital energy: -11.41 eV
- Kohn-Sham gap: 7.333 eV
- LUMO energy: -4.075 eV
- Molar mass: 629.96 g mol⁻¹

Geometry (Å):
C1 2.173 3.442 -1.804
C2 2.546 1.950 -1.196
O1 2.378 1.827 0.258
B1 0.949 1.521 0.613
O2 0.022 2.700 0.471
N1 0.388 0.256 1.120
C3 0.522 -0.988 0.346
N2 1.592 -1.986 0.840
C4 2.389 -1.449 1.994
C5 3.633 -2.493 2.392
C6 4.776 -2.266 1.219
Cl1 3.085 -4.253 2.593
N3 -0.254 -1.426 -0.741
C7 0.058 -2.799 -1.358
C8 1.418 -2.843 -2.270
C9 2.075 -1.390 -2.635
C10 2.579 -3.856 -1.616
C11 -1.339 -0.485 -1.205
C12 -2.615 -1.127 -1.980
F1 -0.722 0.512 -2.159
P1 -0.636 0.275 2.521
N4 0.417 0.857 3.886
O3 -1.924 1.472 2.464
H1 2.461 4.333 -1.094
H2 2.657 3.500 -2.874
H3 0.994 3.421 -1.987
H4 1.747 1.207 -1.681
H5 3.654 1.668 -1.448
H6 -0.389 2.705 -0.442
H7 1.039 -2.798 1.251
H8 2.946 -0.428 1.724
H9 1.777 -1.294 2.979
H10 4.104 -2.146 3.426
H11 5.621 -1.527 1.605
H12 4.256 -1.702 0.314
H13 5.220 -3.289 0.851
H14 -0.813 -3.186 -2.078
H15 0.129 -3.660 -0.533
H16 1.154 -3.355 -3.316
H17 1.319 -0.666 -3.160
H18 2.950 -1.596 -3.405
H19 2.545 -0.940 -1.651
H20 3.290 -3.210 -0.943
H21 3.230 -4.259 -2.514
H22 2.049 -4.744 -1.053
H23 -1.795 0.198 -0.336
H24 -3.017 -2.144 -1.538
H25 -2.253 -1.389 -3.087
H26 -3.493 -0.334 -2.141
H27 0.426 0.160 4.667
H28 0.036 1.755 4.256
H29 -2.346 1.424 1.555
C13 -3.399 -0.396 5.956
O4 -2.120 0.026 5.520
H30 -3.278 -1.185 6.703
H31 -3.930 0.448 6.404
H32 -3.965 -0.786 5.106
H33 -2.260 0.725 4.859
C14 -3.994 3.545 4.469
O5 -2.685 3.009 4.512
H34 -4.621 3.009 5.186
H35 -3.965 4.604 4.736
H36 -4.407 3.423 3.465
H37 -2.152 3.504 3.866
C15 -0.817 -0.712 -6.266
O6 -0.136 -0.811 -5.030
H38 -0.224 -1.205 -7.040
H39 -1.790 -1.204 -6.188
H40 -0.950 0.341 -6.527
H41 -0.686 -0.366 -4.363
C16 -1.667 5.644 -1.432
O7 -1.537 4.237 -1.524
H42 -1.274 5.975 -0.468
H43 -1.099 6.117 -2.237
H44 -2.722 5.919 -1.506
H45 -1.894 3.973 -2.389
C17 0.093 3.041 -5.786
O8 -0.681 3.178 -4.609
H46 0.930 3.742 -5.745
H47 0.478 2.021 -5.854
H48 -0.525 3.268 -6.658
H49 -1.415 2.544 -4.674
C18 -6.060 6.552 3.518
O9 -5.378 6.453 4.755
H50 -5.466 6.060 2.745
H51 -7.033 6.060 3.596
H52 -6.193 7.605 3.257
H53 -5.929 6.899 5.421
C19 5.809 -6.303 -2.231
O10 4.453 -6.394 -2.628
H54 6.121 -5.257 -2.269
H55 5.916 -6.675 -1.209
H56 6.430 -6.891 -2.911
H57 4.205 -7.333 -2.584
C20 -0.832 -5.474 2.867
O11 0.123 -4.715 2.150
H58 -1.560 -5.885 2.164
H59 -0.331 -6.292 3.389
H60 -1.346 -4.830 3.585
H61 0.755 -4.363 2.800

Löwdin atomic charge list, values in e, 99 entries: -0.069 -0.222 -0.055 -0.554 0.032 -0.110 -0.104 0.076 -0.223 -0.604 -0.134 0.600 0.052 -0.085 -0.329 -0.095 -0.084 -0.198 -0.039 -0.084 0.949 -0.135 -0.314 0.106 0.090 0.069 0.099 0.141 0.071 0.104 0.151 0.107 0.126 0.103 0.066 0.085 0.146 0.135 0.145 0.060 0.114 0.069 0.050 0.083 0.096 0.160 0.113 0.094 0.120 0.048 0.049 0.066 -0.151 -0.173 0.082 0.077 0.077 0.016 -0.141 -0.163 0.085 0.064 0.077 0.079 -0.142 -0.152 0.091 0.080 0.063 0.037 -0.134 -0.154 0.088 0.084 0.080 0.073 -0.151 -0.141 0.086 0.065 0.084 0.075 -0.162 -0.144 0.074 0.079 0.078 0.091 -0.160 -0.151 0.078 0.077 0.078 0.088 -0.143 -0.210 0.084 0.085 0.082

---

(3)
# C20H62O26P6

A 8-piece molecular cluster, C20H62O26P6 overall (the ωB97M-V functional and the def2-TZVPD basis, the Open Molecules 2025 dataset).

Summary:
- Structure (SMILES): COP(=O)(OC)OC.COP(=O)(OC)OC.COP(=O)(OC)OC.COP(=O)(OC)OC.COP(=O)(OC)OC.COP(=O)(OC)OC.CO.CO
- Total charge: 0
- Highest occupied orbital energy: -10.47 eV
- Kohn-Sham gap: 10.420 eV
- LUMO energy: -0.048 eV
- Molar mass: 904.53 g mol⁻¹

Geometry (Å):
C1 -3.341 2.223 1.225
O1 -3.893 1.222 1.959
P1 -4.251 1.479 3.480
O2 -5.222 2.611 3.772
O3 -4.617 0.008 4.066
C2 -6.014 -0.502 3.953
O4 -2.824 1.720 4.336
C3 -1.762 0.732 4.243
H1 -3.725 2.111 0.211
H2 -2.261 2.140 1.108
H3 -3.484 3.257 1.539
H4 -6.036 -1.509 3.536
H5 -6.577 0.183 3.319
H6 -6.436 -0.481 4.958
H7 -0.803 1.112 3.891
H8 -2.081 -0.010 3.512
H9 -1.524 0.200 5.164
C4 -4.054 -6.721 3.511
O5 -2.676 -6.273 3.483
P2 -1.917 -6.188 4.921
O6 -1.956 -7.521 5.631
O7 -0.440 -5.579 4.545
C5 -0.007 -5.398 3.198
O8 -2.709 -4.914 5.592
C6 -3.673 -5.146 6.578
H10 -4.373 -6.985 4.520
H11 -4.058 -7.666 2.968
H12 -4.716 -5.988 3.049
H13 -0.244 -6.296 2.627
H14 1.076 -5.281 3.242
H15 -0.517 -4.537 2.765
H16 -3.212 -4.953 7.546
H17 -4.142 -6.118 6.428
H18 -4.492 -4.433 6.473
C7 -2.795 3.807 -5.646
O9 -1.576 4.617 -5.719
P3 -1.523 6.114 -4.998
O10 -2.866 6.851 -4.766
O11 -0.658 5.835 -3.680
C8 -0.156 6.977 -2.923
O12 -0.539 6.926 -5.965
C9 0.660 6.425 -6.358
H19 -2.388 2.799 -5.720
H20 -3.521 4.089 -6.409
H21 -3.179 4.023 -4.649
H22 -0.434 7.879 -3.469
H23 0.878 6.952 -2.581
H24 -0.679 7.020 -1.968
H25 0.919 6.560 -7.408
H26 0.714 5.344 -6.234
H27 1.392 7.000 -5.790
C10 6.521 -3.974 -5.294
O13 6.463 -4.929 -6.341
P4 6.751 -6.484 -6.015
O14 6.703 -6.815 -4.549
O15 5.838 -7.256 -7.110
C11 6.285 -7.404 -8.498
O16 8.274 -6.678 -6.658
C12 9.246 -5.853 -6.231
H28 5.527 -3.547 -5.165
H29 7.322 -3.269 -5.517
H30 7.015 -4.413 -4.428
H31 6.608 -6.396 -8.757
H32 5.458 -7.570 -9.188
H33 6.920 -8.290 -8.529
H34 8.937 -4.874 -6.596
H35 10.281 -6.047 -6.514
H36 9.162 -5.882 -5.145
C13 2.215 5.664 4.557
O17 3.402 5.568 5.268
P5 3.434 5.290 6.896
O18 2.663 4.047 7.372
O19 5.023 5.144 7.321
C14 5.865 4.377 6.566
O20 3.155 6.754 7.542
C15 2.247 6.775 8.647
H37 2.315 4.975 3.718
H38 2.115 6.723 4.319
H39 1.466 5.128 5.140
H40 5.293 3.542 6.161
H41 6.550 3.987 7.319
H42 6.438 4.915 5.811
H43 1.663 7.684 8.789
H44 3.022 6.638 9.402
H45 1.603 5.908 8.798
C16 -7.712 -0.168 -2.985
O21 -7.660 -1.355 -2.175
P6 -6.839 -2.592 -2.711
O22 -6.817 -2.754 -4.224
O23 -7.549 -3.776 -1.866
C17 -7.339 -5.132 -2.139
O24 -5.303 -2.341 -2.037
C18 -4.177 -3.016 -2.474
H46 -7.379 0.604 -2.293
H47 -8.713 0.182 -3.238
H48 -7.245 -0.285 -3.963
H49 -8.290 -5.607 -1.897
H50 -6.537 -5.548 -1.529
H51 -6.939 -5.255 -3.145
H52 -3.321 -2.356 -2.612
H53 -4.294 -3.529 -3.429
H54 -3.787 -3.627 -1.660
C19 2.207 0.490 -1.520
O25 2.210 0.360 -0.142
H55 3.175 0.269 -1.970
H56 1.381 -0.039 -1.996
H57 2.088 1.529 -1.830
H58 2.885 0.904 0.270
C20 6.076 6.000 0.328
O26 5.966 4.723 -0.329
H59 6.621 6.067 1.269
H60 6.592 6.657 -0.373
H61 5.029 6.293 0.401
H62 6.600 4.147 0.105

Löwdin atomic charge list, values in e, 99 entries: -0.157 -0.201 0.488 -0.265 -0.247 -0.046 -0.236 -0.106 0.094 0.091 0.098 0.083 0.078 0.087 0.081 0.071 0.086 -0.081 -0.257 0.516 -0.259 -0.227 -0.101 -0.229 -0.133 0.066 0.091 0.092 0.084 0.092 0.090 0.096 0.072 0.088 -0.065 -0.266 0.497 -0.285 -0.231 -0.076 -0.213 -0.155 0.089 0.090 0.080 0.085 0.088 0.085 0.093 0.088 0.096 -0.112 -0.239 0.513 -0.250 -0.230 -0.064 -0.243 -0.170 0.098 0.084 0.078 0.086 0.084 0.095 0.083 0.098 0.088 -0.123 -0.253 0.561 -0.277 -0.225 -0.162 -0.223 -0.108 0.090 0.100 0.086 0.088 0.094 0.091 0.091 0.092 0.079 -0.086 -0.208 0.517 -0.275 -0.222 -0.115 -0.230 -0.164 0.092 0.086 0.084 0.097 0.085 0.085

---

(4)
# C20H64N10O12

A 12-piece molecular cluster, C20H64N10O12 overall (the ωB97M-V functional and the def2-TZVPD basis, the Open Molecules 2025 dataset).

Summary:
- Structure (SMILES): NC(N)=O.NC(N)=O.NC(N)=O.NC(N)=O.NC(N)=O.CC(C)O.CC(C)O.CC(C)O.CC(C)O.CO.CO.CO
- Total charge: 0
- Highest occupied orbital energy: -8.92 eV
- Kohn-Sham gap: 8.801 eV
- LUMO energy: -0.123 eV
- Molar mass: 636.79 g mol⁻¹

Geometry (Å):
N1 0.032 1.278 -1.989
C1 0.589 2.284 -2.414
N2 1.543 2.815 -1.656
O1 -0.069 3.026 -3.423
H1 -0.844 0.950 -2.510
H2 0.251 0.782 -1.116
H3 2.214 3.480 -2.086
H4 1.992 2.425 -0.750
N3 0.985 -3.792 2.095
C2 0.168 -4.198 1.096
N4 -0.759 -4.986 1.463
O2 0.268 -3.693 -0.233
H5 1.863 -3.297 1.648
H6 1.193 -4.436 2.833
H7 -1.229 -5.325 0.676
H8 -1.122 -5.236 2.392
N5 4.747 -3.438 0.722
C3 4.124 -2.553 1.402
N6 2.881 -2.342 1.040
O3 4.667 -2.165 2.641
H9 5.790 -3.417 0.761
H10 4.364 -3.873 -0.118
H11 2.473 -1.569 1.551
H12 2.533 -2.295 0.057
N7 0.262 -2.458 -4.442
C4 -0.112 -2.851 -3.220
N8 0.805 -3.570 -2.719
O4 -1.169 -2.368 -2.476
H13 -0.292 -1.812 -5.056
H14 1.073 -2.872 -4.941
H15 0.545 -3.716 -1.717
H16 1.431 -4.187 -3.279
N9 -2.352 0.184 -3.183
C5 -2.230 0.223 -4.512
N10 -2.403 1.392 -4.994
O5 -1.555 -0.801 -5.280
H17 -2.073 -0.735 -2.769
H18 -2.839 0.816 -2.478
H19 -1.906 1.532 -5.909
H20 -2.674 2.291 -4.499
C6 4.039 -0.252 -1.357
C7 2.908 -0.894 -2.174
C8 3.472 -1.733 -3.204
O6 2.162 -1.600 -1.486
H21 4.244 0.753 -1.890
H22 4.930 -0.844 -1.348
H23 3.774 -0.172 -0.280
H24 2.348 -0.098 -2.705
H25 2.937 -2.460 -3.751
H26 4.223 -2.378 -2.818
H27 3.972 -1.203 -4.051
H28 1.605 -2.132 -2.088
C9 -2.922 3.878 -0.027
C10 -2.651 2.550 -0.617
C11 -3.416 1.357 0.006
O7 -3.025 2.440 -1.801
H29 -2.763 4.719 -0.720
H30 -2.269 4.062 0.792
H31 -3.899 3.948 0.413
H32 -1.559 2.461 -0.550
H33 -3.004 0.362 -0.353
H34 -4.483 1.325 -0.132
H35 -3.148 1.449 1.048
H36 -2.586 3.161 -2.214
C12 1.168 6.164 1.163
C13 0.952 4.727 0.601
C14 0.798 3.643 1.594
O8 0.167 4.510 -0.339
H37 0.413 6.789 0.850
H38 2.113 6.624 0.873
H39 1.025 6.247 2.232
H40 1.917 4.497 0.192
H41 0.991 2.718 1.115
H42 -0.195 3.690 2.086
H43 1.544 3.848 2.333
H44 0.439 3.759 -0.857
C15 -2.045 -2.100 2.731
C16 -3.490 -2.273 2.843
C17 -4.315 -1.295 2.011
O9 -3.943 -3.403 2.518
H45 -1.604 -2.811 3.368
H46 -1.712 -1.094 3.049
H47 -1.723 -2.244 1.774
H48 -3.653 -2.110 3.853
H49 -4.005 -1.225 1.003
H50 -4.012 -0.368 2.401
H51 -5.372 -1.371 2.194
H52 -3.377 -4.093 2.802
C18 1.497 0.641 3.311
O10 2.340 -0.435 3.205
H53 0.478 0.424 3.006
H54 1.931 1.384 2.646
H55 1.509 1.082 4.253
H56 1.880 -1.193 3.651
C19 -1.997 1.642 3.787
O11 -1.012 1.318 4.764
H57 -2.508 2.622 4.097
H58 -2.630 0.782 3.771
H59 -1.554 1.776 2.768
H60 -1.083 0.367 4.823
C20 -0.116 -0.558 0.501
O12 1.122 0.088 0.307
H61 -0.763 -0.844 -0.372
H62 -0.843 -0.027 1.064
H63 0.033 -1.456 0.935
H64 1.587 -0.586 -0.155

Löwdin atomic charge list, values in e, 99 entries: 0.206 -0.627 0.132 -0.150 0.115 0.079 0.153 0.161 0.151 -0.527 0.190 -0.129 0.064 0.104 0.113 0.145 0.166 -0.597 0.122 -0.122 0.151 0.124 0.086 0.105 0.152 -0.597 0.103 -0.109 0.058 0.117 0.045 0.161 0.118 -0.520 0.157 -0.183 0.081 0.105 0.151 0.147 0.000 -0.651 -0.055 -0.046 0.118 0.062 0.084 0.146 0.043 0.076 0.120 0.081 -0.021 -0.633 -0.013 -0.016 0.107 0.057 0.082 0.123 0.085 0.093 0.053 0.103 0.003 -0.640 -0.043 0.008 0.041 0.080 0.072 0.109 0.042 0.095 0.084 0.018 -0.032 -0.631 0.001 0.057 0.074 0.084 0.045 0.121 0.066 0.036 0.093 0.084 -0.179 -0.113 0.059 0.074 0.065 0.113 -0.155 -0.130 0.116 0.043 0.060

---

Number 1: strongest force on any atom 3.4 eV/A, electronic energy -62644.783 eV. Number 2: strongest force on any atom 5.1 eV/A, electronic energy -75404.424 eV. Number 3: strongest force on any atom 4.9 eV/A, electronic energy -130720.471 eV. Number 4: strongest force on any atom 10.2 eV/A, electronic energy -61239.518 eV.